[1]
C46H56AsN7PbS2 | ωB97M-V with the def2-TZVPD basis set

XYZ file:
```
113
Properties=species:S:1:pos:R:3:lowdin_charge:R:1
Pb -0.05 -0.37 0.98 1.364
As -2.81 3.92 3.44 0.659
S -1.68 2.18 3.13 0.101
S 2.89 3.49 1.46 1.118
N 1.74 1.29 0.82 -0.082
N 2.09 1.38 5.90 0.152
N 3.69 0.14 4.81 0.143
N -0.33 0.42 -1.26 -0.007
N 0.41 -1.47 -2.45 0.157
N 1.80 -0.74 2.98 -0.019
N -0.27 0.38 -3.60 0.161
C 3.85 2.29 0.66 -0.456
C 2.42 0.51 4.91 -0.363
C -2.18 1.96 -1.04 -0.032
C -2.97 -1.47 1.14 -0.203
C 3.61 0.07 -0.28 -0.026
C -3.90 -0.32 1.21 -0.024
C -2.36 -2.09 2.42 -0.171
C -2.74 3.22 -1.07 -0.078
C -0.06 -0.19 -2.38 -0.373
C -0.10 -0.30 -4.85 -0.221
C 1.43 -3.56 -2.01 -0.211
C 5.72 1.25 -0.36 -0.056
C -1.22 -0.79 -5.51 -0.014
C -1.06 -4.24 2.96 -0.002
C -1.94 4.32 -1.36 -0.084
C -1.87 -3.37 0.65 -0.077
C -0.02 2.86 -1.66 -0.215
C 0.88 -2.38 -1.48 -0.235
C 1.34 -3.16 0.74 -0.182
C -2.83 4.49 5.28 -0.249
C -4.64 3.70 2.92 -0.245
C 5.19 2.35 0.29 -0.061
C 1.50 -3.79 -3.50 -0.019
C 4.94 0.13 -0.64 -0.053
C 1.30 -1.17 -6.57 -0.028
C 0.82 -2.17 -0.10 -0.263
C -1.08 -1.46 -6.71 -0.063
C 1.90 -4.33 0.24 -0.068
C -1.70 -3.22 2.07 -0.215
C -0.83 1.76 -1.33 -0.279
C 0.19 -1.66 -7.23 -0.056
C 1.19 -0.47 -5.37 -0.220
C -0.60 4.13 -1.65 -0.027
C -1.53 -4.56 -0.13 0.033
C 4.01 -0.67 3.81 -0.093
C 1.92 -4.52 -1.13 -0.025
C 2.41 0.07 -4.68 -0.019
C 1.47 0.05 3.98 -0.110
C 3.06 1.17 0.39 -0.334
C 3.08 -1.12 2.88 -0.138
C -2.62 -1.53 3.75 -0.003
C -2.61 -2.24 0.09 -0.228
C 1.54 2.45 1.39 -0.474
C -2.12 5.40 2.42 -0.238
C 1.43 2.72 -2.05 -0.030
C -2.98 -2.12 -1.35 0.003
H -1.81 4.67 5.60 0.040
H 1.31 -3.01 1.81 0.073
H -3.80 3.34 -0.89 0.107
H -3.60 -1.25 -1.53 0.082
H -1.67 -5.14 3.03 0.103
H -2.09 5.11 1.37 0.013
H 0.31 -2.19 -8.17 0.115
H 3.00 -0.80 -0.49 0.096
H -1.96 -1.83 -7.22 0.112
H -2.46 -4.98 -0.53 0.130
H -2.44 -0.45 3.76 0.034
H -3.43 5.39 5.38 0.047
H 6.76 1.27 -0.66 0.116
H 0.43 0.38 4.05 0.060
H 2.05 3.41 -1.47 0.079
H -4.67 3.43 1.87 0.025
H 1.95 -4.76 -3.71 0.091
H 0.50 -1.79 -3.40 0.094
H 0.52 -3.78 -3.97 0.096
H 0.02 4.98 -1.90 0.125
H -0.93 -4.28 -1.00 0.102
H 1.12 1.54 6.12 0.100
H -2.03 -2.02 4.53 0.090
H -3.68 -1.67 4.00 0.117
H -2.09 -2.05 -1.98 0.073
H 2.35 -5.43 -1.54 0.123
H 1.80 1.71 -1.91 0.058
H 3.36 -1.77 2.06 0.099
H 5.39 -0.71 -1.15 0.113
H -1.12 5.63 2.77 0.043
H -5.19 4.63 3.08 0.047
H 5.79 3.22 0.51 0.119
H -2.78 1.08 -0.83 0.086
H -3.38 0.57 1.60 0.029
H 2.12 -3.04 -4.00 0.085
H 2.30 -5.08 0.91 0.117
H 3.27 0.02 -5.34 0.089
H 2.29 -1.32 -7.00 0.120
H -2.77 6.27 2.55 0.049
H -2.37 5.31 -1.40 0.112
H -5.09 2.91 3.51 0.042
H -4.70 -0.55 1.91 0.109
H -3.26 3.69 5.88 0.042
H 1.55 2.99 -3.10 0.092
H -2.20 -0.62 -5.07 0.118
H -3.54 -3.00 -1.68 0.098
H 2.65 -0.51 -3.78 0.074
H 2.77 1.54 6.62 0.112
H -0.08 -4.53 2.60 0.071
H -1.01 -5.31 0.46 0.099
H 5.05 -0.98 3.74 0.118
H -0.77 1.26 -3.59 0.156
H 0.58 2.72 1.82 0.007
H 2.26 1.10 -4.37 0.068
H -0.94 -3.85 3.97 0.085
H -4.35 -0.10 0.24 0.082
```

The value obtained for the frontier orbital gap is 5.6 eV. As for the LUMO energy: -0.2646 Eh. The total energy comes out at -5394.3458 a.u. Its total charge is +2.



[2]
C46H56N5O4P2SSi2TeY | ωB97M-V with the def2-TZVPD basis set

XYZ file:
```
118
Properties=species:S:1:pos:R:3:lowdin_charge:R:1
Te 0.17 -0.96 -3.27 0.851
Y -0.24 -0.22 -0.41 1.162
S -0.30 -4.20 -4.18 0.892
P -2.13 -1.40 1.62 0.607
P -0.10 0.37 2.65 0.628
Si -1.65 -3.93 -0.03 0.277
Si 2.73 1.08 2.55 0.315
O -0.73 4.00 -1.36 0.048
O -4.51 4.16 -4.78 -0.061
O -0.01 1.95 -0.84 -0.234
O -5.91 2.37 -4.79 -0.076
N 1.92 -1.83 -0.02 -0.038
N -2.24 0.85 -1.78 -0.006
N 1.31 0.43 1.86 -0.290
N -1.26 -2.48 0.79 -0.290
N 2.37 0.77 -1.48 -0.034
C -1.47 0.17 1.64 -0.516
C -1.57 -3.59 -6.29 -0.222
C 0.92 -1.90 3.87 -0.110
C -0.13 3.62 5.28 -0.107
C -4.89 3.01 -4.46 -0.692
C -1.00 4.31 3.15 -0.077
C -3.84 -1.19 0.93 -0.285
C -6.02 -2.12 0.47 -0.093
C 4.10 -1.96 -1.27 -0.195
C -2.07 2.15 -2.01 -0.193
C 0.45 -2.70 6.09 -0.102
C -2.72 -2.06 3.24 -0.287
C -1.09 -4.68 -5.63 -0.456
C -5.60 0.21 0.04 -0.077
C -4.18 -1.78 5.15 -0.090
C 4.20 0.85 1.40 -0.184
C -6.46 -0.88 0.02 -0.093
C -4.29 0.05 0.51 -0.102
C -2.90 -3.81 4.89 -0.092
C -0.64 4.61 4.46 -0.106
C -0.34 2.00 3.49 -0.274
C -2.88 2.88 -2.86 0.061
C -0.85 3.02 2.67 -0.079
C 3.32 0.25 4.15 -0.183
C -2.74 -3.71 -1.53 -0.175
C -4.72 -2.27 0.92 -0.110
C -1.30 -2.37 -5.61 -0.274
C 3.84 -1.02 -2.46 -0.222
C -0.64 -0.72 5.25 -0.104
C 2.73 2.93 2.91 -0.170
C 0.04 2.33 4.79 -0.120
C -0.01 -4.62 -0.63 -0.204
C 0.06 -0.82 4.05 -0.287
C -2.35 -3.31 3.71 -0.097
C -0.62 -2.53 -4.44 -1.023
C -4.11 0.89 -3.26 0.000
C 2.89 -2.70 -0.72 -0.274
C -3.63 -1.29 3.97 -0.088
C -2.40 -5.33 1.00 -0.193
C -3.94 2.25 -3.50 -0.095
C -3.25 0.24 -2.41 -0.167
C -0.86 2.79 -1.35 -0.589
C -3.82 -3.05 5.61 -0.109
C 3.66 0.46 -2.11 -0.264
C 1.11 -2.84 4.88 -0.090
C -0.44 -1.64 6.27 -0.089
H -3.35 -0.83 -2.22 0.097
H -0.15 -5.54 -1.20 0.026
H -1.36 0.08 5.39 0.107
H 4.08 1.42 0.46 0.009
H -1.66 -5.72 1.71 0.020
H -4.24 -3.43 6.53 0.091
H 2.96 -1.35 -3.00 0.007
H 2.37 -3.21 -1.53 0.083
H 0.61 -3.42 6.88 0.094
H -2.11 -3.65 -7.24 0.089
H -6.70 -2.97 0.46 0.095
H 3.26 -3.47 -0.04 0.105
H 4.47 0.76 -1.44 0.088
H -2.68 3.93 -3.04 0.123
H -2.80 -4.64 -2.10 0.030
H -0.98 -1.54 7.20 0.100
H 3.55 -0.81 3.99 0.022
H 1.30 -2.41 0.54 0.027
H 0.16 3.86 6.30 0.093
H -4.89 -1.19 5.70 0.095
H 0.67 -4.84 0.21 0.031
H 5.09 1.25 1.90 0.033
H 2.40 -1.21 0.62 0.017
H -4.39 -3.24 1.28 0.086
H -5.93 1.18 -0.31 0.109
H 4.24 0.75 4.50 0.026
H 1.79 1.30 -2.12 0.026
H 4.69 -1.09 -3.16 0.100
H -3.76 -3.40 -1.27 0.016
H -0.76 5.62 4.84 0.091
H -3.91 -0.31 3.60 0.116
H 4.59 -1.41 -0.46 0.082
H -2.32 -2.95 -2.20 -0.009
H 3.78 1.04 -3.03 0.107
H 1.95 3.45 2.34 0.032
H 1.79 -3.67 4.72 0.099
H 2.58 0.31 4.95 0.017
H 4.41 -0.19 1.15 0.009
H -1.38 5.08 2.49 0.105
H -7.47 -0.75 -0.35 0.096
H 0.48 -3.89 -1.28 -0.026
H 1.45 -1.99 2.93 0.088
H -3.62 0.90 0.56 0.083
H -1.15 -5.72 -5.91 0.046
H 2.46 1.35 -0.67 0.034
H -3.29 -5.03 1.56 0.005
H 3.70 3.36 2.61 0.022
H -2.60 -4.79 5.25 0.098
H 2.58 3.15 3.97 0.019
H 4.80 -2.73 -1.59 0.101
H -1.13 2.77 1.66 0.089
H -1.62 -1.39 -5.97 0.091
H -4.93 0.37 -3.74 0.112
H 0.49 1.58 5.43 0.089
H -1.63 -3.89 3.15 0.084
H -2.68 -6.15 0.32 0.026
```

The value obtained for the frontier orbital gap is 6.3 eV. As for the LUMO energy: 0.1375 Eh. The total energy comes out at -4327.8597 a.u. Its total charge is -2.



[3]
C46H58BrO8S4SeW | ωB97M-V with the def2-TZVPD basis set

XYZ file:
```
119
Properties=species:S:1:pos:R:3:lowdin_charge:R:1
W 0.35 1.57 1.05 1.451
Br 0.03 3.94 -0.53 0.412
Se 3.17 2.26 1.53 0.859
S -0.35 3.54 4.31 0.007
S 0.67 1.80 4.70 0.020
S -0.17 3.58 2.21 0.007
S -0.34 0.70 3.33 0.277
O -2.00 1.98 -0.01 -0.324
O 3.24 3.44 2.59 -0.405
O 2.09 2.49 0.27 -0.687
O -0.74 -0.17 0.96 -0.326
O 4.56 1.70 1.01 -0.392
O 0.93 -1.81 -1.18 -0.106
O 0.49 0.79 -0.73 -0.279
O 1.99 1.08 2.08 -0.661
C -5.28 -2.56 -3.11 -0.052
C 3.93 -1.04 0.74 -0.006
C -1.24 1.86 -2.78 -0.100
C -2.77 -0.86 2.06 -0.165
C -2.05 0.79 -2.08 -0.108
C 3.70 1.53 -6.30 -0.058
C -2.47 -0.33 -2.78 0.040
C -3.26 -3.48 4.84 -0.561
C -3.45 -4.95 4.46 -0.054
C 3.69 -1.69 1.95 -0.160
C -2.94 2.98 0.42 -0.116
C 4.94 -0.29 3.60 -0.036
C -3.68 0.08 1.29 -0.056
C -4.61 -2.92 5.31 -0.073
C -3.77 -1.07 -0.93 0.026
C -3.34 0.01 -0.18 -0.130
C 1.91 3.23 -6.52 -0.075
C 0.27 1.68 -2.91 -0.155
C -3.14 -2.62 -4.38 -0.070
C 2.21 2.00 -4.33 -0.173
C -1.44 -1.08 1.70 -0.369
C -3.30 -3.78 -2.19 -0.042
C -2.49 0.93 -0.77 -0.213
C -2.70 -2.69 3.66 -0.176
C -1.51 -3.07 3.06 0.001
C -0.89 -2.33 2.06 -0.124
C 2.93 1.26 -3.40 0.000
C 4.36 -2.62 4.21 -0.072
C 2.90 2.60 -5.55 -0.560
C -3.36 -1.63 3.06 0.006
C 4.75 -1.71 3.05 -0.545
C 1.81 -1.70 -0.12 -0.223
C 2.44 -2.28 2.12 0.032
C 1.50 -2.30 1.09 -0.135
C 1.06 1.07 -1.92 -0.260
C -3.32 -1.28 -2.23 -0.158
C 0.85 2.14 -4.08 0.007
C -2.26 -3.38 6.00 -0.048
C 3.87 3.69 -5.07 -0.047
C -3.75 -2.54 -2.98 -0.557
C 1.13 -2.96 -1.98 -0.061
C 0.21 -3.02 1.29 -0.061
C 6.08 -2.21 2.48 -0.051
C 3.29 -0.32 -1.59 -0.053
C 2.39 0.73 -2.24 -0.099
C 2.99 -0.99 -0.28 -0.131
H -5.36 -2.99 4.53 0.082
H -0.21 -3.29 0.32 0.121
H -4.42 -1.79 -0.45 0.122
H 1.55 -3.78 -1.40 0.100
H 4.38 4.15 -5.92 0.079
H -2.08 -2.33 6.26 0.091
H -5.77 -2.57 -2.14 0.075
H 3.97 1.04 -3.60 0.116
H -3.90 2.80 -0.05 0.109
H 0.42 -3.96 1.81 0.118
H 3.99 0.11 3.98 0.089
H 0.16 -3.26 -2.37 0.074
H 5.31 0.39 2.83 0.065
H 2.18 -2.77 3.05 0.115
H -4.96 -3.50 6.17 0.080
H -2.65 -3.89 6.89 0.080
H 5.16 -2.64 4.95 0.080
H 6.44 -1.56 1.68 0.076
H -3.72 -3.79 -1.19 0.079
H -1.30 -3.82 5.74 0.079
H 3.45 -2.27 4.71 0.083
H 0.21 2.63 -4.80 0.105
H -3.84 -5.51 5.32 0.080
H -2.21 -3.79 -2.09 0.074
H 1.36 4.05 -6.07 0.083
H -3.61 -4.69 -2.71 0.083
H 5.65 -0.30 4.43 0.085
H 6.84 -2.23 3.27 0.080
H 4.62 3.28 -4.39 0.081
H -4.52 -1.88 5.62 0.087
H -5.63 -1.68 -3.66 0.088
H 4.87 -0.54 0.58 0.102
H -2.52 -5.41 4.15 0.073
H 4.30 0.09 -1.53 0.121
H -4.69 -0.30 1.42 0.121
H 5.98 -3.22 2.08 0.087
H -2.05 -2.63 -4.34 0.082
H 3.04 0.71 -6.62 0.088
H -2.11 -0.44 -3.80 0.113
H -1.02 -3.99 3.36 0.110
H 2.45 3.62 -7.39 0.079
H 3.34 -1.11 -2.34 0.121
H 1.18 2.49 -6.88 0.085
H -1.63 1.92 -3.80 0.117
H -4.37 -1.37 3.36 0.107
H 4.16 1.96 -7.19 0.078
H 3.33 4.47 -4.53 0.091
H 1.79 -2.74 -2.83 0.086
H 4.49 1.10 -5.69 0.071
H -4.17 -5.05 3.64 0.087
H -3.04 2.96 1.51 0.072
H -2.55 3.95 0.12 0.033
H -3.68 1.09 1.69 0.100
H -5.60 -3.46 -3.66 0.080
H 4.19 -3.65 3.87 0.085
H -1.44 2.82 -2.31 0.053
H -3.47 -3.54 -4.87 0.082
H -3.46 -1.78 -5.00 0.085
```

The value obtained for the frontier orbital gap is 6.4 eV. As for the LUMO energy: 0.0487 Eh. The total energy comes out at -9024.9561 a.u. Its total charge is -1.



[4]
C46H58N4O3 | ωB97M-V with the def2-TZVPD basis set

XYZ file:
```
111
Properties=species:S:1:pos:R:3:lowdin_charge:R:1
O 1.25 4.92 3.06 0.037
O 5.56 -0.14 1.43 -0.089
O 2.77 3.50 2.12 0.048
N -1.97 -1.07 -0.24 0.003
N 0.76 4.06 1.06 0.164
N -0.21 -2.31 -0.40 0.032
N -1.55 -2.33 -0.51 0.134
C 0.68 3.67 -3.77 -0.084
C -3.12 -1.74 2.94 -0.050
C 1.57 -0.89 0.52 -0.157
C -5.35 0.11 -1.26 -0.035
C 3.73 -1.65 1.32 0.006
C 0.59 -3.28 -1.08 -0.090
C -0.76 -5.14 0.05 -0.390
C -6.16 -0.56 -0.35 -0.058
C -1.58 -6.22 -0.66 -0.058
C 0.52 3.77 -1.35 -0.192
C -0.88 -0.22 0.10 -0.223
C 0.88 -1.49 -4.06 -0.049
C 3.35 0.73 0.92 -0.006
C -5.59 -1.41 0.59 -0.030
C 6.11 1.19 1.18 -0.051
C 3.43 5.66 3.98 -0.032
C 1.54 -1.47 -2.68 -0.369
C -3.59 -0.13 -3.73 -0.061
C -4.50 -3.67 2.11 -0.078
C -0.90 1.16 0.32 0.009
C 1.54 -2.86 -2.04 -0.114
C -0.35 4.87 -1.45 -0.021
C -3.17 2.02 -2.48 -0.058
C -0.28 -5.60 1.43 -0.054
C 0.99 3.14 -2.52 -0.022
C 1.32 -5.56 -1.31 -0.029
C 1.69 4.09 2.08 -0.492
C -0.67 5.39 -2.71 -0.074
C -0.13 4.81 -3.87 -0.084
C -3.59 -2.50 1.71 -0.380
C -3.39 -0.83 -0.22 -0.073
C 4.23 -0.32 1.25 -0.260
C -3.14 0.50 -2.41 -0.373
C 2.37 -5.14 -2.12 -0.054
C 2.93 -0.84 -2.73 -0.055
C 0.21 -1.09 0.11 -0.131
C 2.22 3.75 5.00 -0.032
C -4.20 -1.57 0.67 -0.112
C 0.39 -4.64 -0.81 -0.127
C 2.06 5.07 4.28 -0.584
C 2.46 -3.80 -2.51 -0.025
C 2.43 -1.93 0.97 -0.011
C 2.08 0.41 0.48 -0.037
C -3.97 -0.05 -1.24 -0.120
C 1.04 3.41 -0.03 -0.096
C 1.27 6.05 5.14 -0.035
H -4.89 -4.19 1.22 0.086
H -0.13 -1.91 -3.99 0.082
H -1.95 -5.84 -1.62 0.088
H -6.23 -1.96 1.28 0.109
H 5.89 1.51 0.15 0.098
H 4.41 -2.44 1.65 0.119
H 1.62 2.25 -2.43 0.102
H -3.93 -4.40 2.70 0.078
H 3.65 1.78 1.00 0.081
H 3.24 -3.48 -3.21 0.116
H 4.00 4.98 3.34 0.075
H 7.18 1.06 1.32 0.089
H -4.63 0.16 -3.96 0.076
H 2.85 3.08 4.41 0.081
H -1.84 1.68 0.12 0.030
H 1.43 1.17 0.08 0.051
H -0.20 1.55 1.06 0.032
H -1.32 6.26 -2.77 0.104
H -5.80 0.75 -2.03 0.114
H -3.98 -1.29 3.46 0.088
H 1.08 3.20 -4.67 0.104
H 5.71 1.92 1.90 0.094
H 0.92 -0.83 -2.04 0.114
H 0.25 5.67 5.30 0.091
H -2.10 0.20 -2.22 0.117
H -2.95 0.19 -4.56 0.078
H -3.55 -1.22 -3.67 0.085
H -4.20 2.38 -2.61 0.080
H 0.39 -6.46 1.34 0.082
H -7.24 -0.45 -0.39 0.107
H -2.76 2.46 -1.57 0.061
H -0.33 5.25 -4.84 0.103
H 2.85 0.22 -2.99 0.072
H -2.44 -6.50 -0.05 0.079
H -1.43 -4.29 0.18 0.084
H 2.69 3.90 5.98 0.093
H 2.04 -2.94 1.03 0.112
H 3.33 6.63 3.48 0.093
H 1.74 6.18 6.12 0.091
H 0.26 -4.79 1.93 0.078
H 1.97 2.82 -0.07 0.107
H 3.11 -5.86 -2.48 0.108
H -0.74 5.30 -0.53 0.116
H -5.35 -3.33 2.72 0.075
H 1.46 -2.11 -4.75 0.084
H -2.56 2.38 -3.33 0.080
H -2.71 -2.95 1.24 0.097
H 1.21 -6.61 -1.04 0.116
H 1.24 3.29 5.16 0.098
H -0.98 -7.12 -0.85 0.074
H 0.80 -0.48 -4.47 0.078
H 3.56 -1.33 -3.48 0.077
H 3.42 -0.91 -1.75 0.077
H -1.14 -5.88 2.05 0.077
H -2.43 -0.94 2.66 0.076
H -2.61 -2.41 3.64 0.082
H 3.99 5.81 4.91 0.095
H 1.20 7.03 4.66 0.089
```

The value obtained for the frontier orbital gap is 5.7 eV. As for the LUMO energy: -0.0118 Eh. The total energy comes out at -2232.3008 a.u.